Computed, not measured: an isolated ion of composition C5H8N and charge +1 in a non-equilibrium geometry, with ωB97M-V/def2-TZVPD.

XYZ file:
```
14
Properties=species:S:1:pos:R:3:forces:R:3
C 0.3927 0.2506 2.1461 0.00 -6.16 -0.69
C 0.0374 -0.1882 -0.3579 -1.09 -0.43 -2.79
H 0.1195 2.4957 1.5886 0.10 2.60 -0.07
H -1.3843 -1.6357 -0.6336 0.74 0.12 0.11
H 0.9577 0.9325 -1.6790 1.83 0.98 -0.79
H -0.6883 1.6442 -1.5258 1.15 -1.02 1.05
H -0.1781 -2.0256 0.5882 0.11 -0.20 -0.23
C -0.0476 0.6945 -1.5431 -1.45 1.93 1.70
H 0.1162 -2.3222 -1.1425 0.56 0.62 -0.32
H 0.8686 -0.3590 2.8119 1.35 -1.48 1.44
C -0.2760 -1.6112 -0.4190 -1.68 -0.95 1.07
N 0.3425 0.3281 0.7617 0.08 2.92 6.05
H -0.4404 0.2907 -2.3939 -0.63 -2.00 -2.12
C 0.1800 1.5056 1.7983 -1.06 3.07 -4.41
```
Positions in Å, forces in eV/Å.

As for the HOMO-LUMO gap (spin up / spin down): 7.14 / 9.44 eV. As for the charge: +1. The spin multiplicity is 3. For the HOMO energy (spin up / spin down), the calculation gives -11.6 / -17.1 eV. The lowest unoccupied orbital energy (spin up / spin down) is -4.433 / -7.622 eV.

=====

Computed, not measured: an isolated ion of composition C5H8N and charge +1 in a non-equilibrium geometry, with ωB97M-V/def2-TZVPD.

XYZ file:
```
14
Properties=species:S:1:pos:R:3:forces:R:3
H -1.6907 -0.3625 0.9164 -1.41 -0.85 -1.00
C 1.3590 -0.8680 0.1460 0.65 3.48 -0.38
N -1.4337 -0.6882 -0.0441 0.29 0.95 1.01
C 0.7789 0.0080 -0.9308 -1.83 -0.12 -1.41
H -0.1001 2.5439 0.1108 -0.06 -0.83 0.35
H -0.8228 1.5021 1.4288 -0.89 0.29 1.72
H 1.2148 0.2377 -1.9017 -0.04 0.11 0.20
H 1.1305 -1.8534 0.4139 -1.38 -1.27 0.89
H -0.6865 -1.3797 0.1755 -1.00 -0.55 -0.64
C -0.2695 1.5318 0.5520 -0.95 -1.56 -2.30
H 2.4516 -0.8382 0.0790 -0.28 0.23 -0.02
C 0.8662 0.6306 0.3476 6.99 -0.23 2.83
C -0.6524 0.4555 -0.5011 -0.64 0.61 -2.85
H -2.1454 -0.9197 -0.7922 0.55 -0.26 1.60
```
Positions in Å, forces in eV/Å.

As for the HOMO-LUMO gap (spin up / spin down): 7.03 / 8.77 eV. As for the charge: +1. The spin multiplicity is 3. For the HOMO energy (spin up / spin down), the calculation gives -10.7 / -15.2 eV. The lowest unoccupied orbital energy (spin up / spin down) is -3.701 / -6.470 eV.

=====

Computed, not measured: an isolated ion of composition C5H8N and charge +1 in a non-equilibrium geometry, with ωB97M-V/def2-TZVPD.

XYZ file:
```
14
Properties=species:S:1:pos:R:3:forces:R:3
H 0.8935 -1.7377 -0.5573 2.17 -2.17 -2.57
H 0.0912 0.2546 1.4779 1.16 0.53 -1.10
C 1.8084 0.7489 -0.1058 -2.13 -0.46 4.98
H 2.0509 0.4044 -1.0008 1.45 -2.45 -3.72
H -0.3559 -1.8946 0.7892 0.83 0.09 -0.78
C 0.2584 -1.3070 0.0758 -1.98 -1.07 4.32
C -3.0090 0.4159 0.1916 -9.40 -1.10 4.23
H -3.9414 0.8676 0.3370 -0.63 0.95 -0.18
N -0.4924 -0.2034 -0.4776 -4.39 1.00 -1.46
H 1.7055 1.7625 -0.2908 -0.56 2.22 0.44
H 2.4825 0.5496 0.7073 1.29 0.23 -0.28
C -1.8793 0.2055 -0.1544 13.37 0.30 -5.76
H -0.2003 -0.1075 -1.4818 -0.98 0.52 1.08
C 0.5878 0.0412 0.4897 -0.21 1.40 0.79
```
Positions in Å, forces in eV/Å.

As for the HOMO-LUMO gap (spin up / spin down): 6.66 / 8.10 eV. As for the charge: +1. The spin multiplicity is 3. For the HOMO energy (spin up / spin down), the calculation gives -10.1 / -15.9 eV. The lowest unoccupied orbital energy (spin up / spin down) is -3.408 / -7.758 eV.

=====

Computed, not measured: a 2-piece molecular cluster, C5H8N2 overall in a non-equilibrium geometry, with ωB97M-V/def2-TZVPD.

XYZ file:
```
15
Properties=species:S:1:pos:R:3:forces:R:3
H 1.9133 -0.6439 -1.3318 -3.26 -0.43 -0.88
C -0.2033 -1.4146 1.1187 -0.27 -2.63 0.02
C -0.3250 2.2636 0.4306 3.78 2.49 -3.67
H 0.8629 2.5779 0.4571 -2.75 -0.07 -0.01
C 0.6732 -0.6350 -1.6261 3.47 -4.23 -1.05
H 0.5530 -0.8612 -2.7541 0.37 -0.12 1.98
N -0.2421 -2.5978 1.3245 0.22 5.19 -0.65
H -0.6318 2.4327 1.5001 -0.38 -0.11 -1.74
H 0.3089 1.5256 -1.7600 1.08 1.36 -2.53
N 0.1870 0.6439 -1.3949 -2.09 -0.56 3.66
C -0.1161 0.8435 -0.0874 -0.10 6.18 -5.34
C -0.2372 0.0679 0.8440 -3.21 -7.01 10.94
H 0.1620 -1.7374 -0.8291 1.29 4.01 -2.92
H -0.7397 2.8755 -0.5184 0.35 -0.67 2.77
H -0.7923 0.7558 1.6503 1.50 -3.40 -0.58
```
Positions in Å, forces in eV/Å.

As for the HOMO-LUMO gap: 9.51 eV. As for the charge: 0. For the HOMO energy, the calculation gives -8.9 eV. The lowest unoccupied orbital energy is 0.649 eV.

=====

Computed, not measured: a single C5H8N2 molecule in a non-equilibrium geometry, with ωB97M-V/def2-TZVPD.

XYZ file:
```
15
Properties=species:S:1:pos:R:3:forces:R:3
N -1.9502 0.3295 2.5505 0.19 -0.04 -1.03
H 0.5914 0.7786 -2.2571 -0.04 0.00 0.13
H 2.0089 0.3735 -1.2763 -0.10 -0.03 -0.04
H -1.5619 1.4156 -0.4169 0.11 -0.05 0.10
N -1.1030 -0.6238 -0.8708 -0.01 -0.29 -0.01
H 1.5553 -0.2549 1.2889 -0.06 -0.07 -0.08
C 0.9914 0.7706 -1.2407 0.05 0.03 -0.12
C -1.6543 0.3725 1.4324 -0.26 -0.09 0.84
C -1.2156 0.5015 0.0579 -0.01 0.26 0.07
C 0.1217 -0.0596 -0.3156 0.17 0.16 0.13
H 1.4456 -1.6684 0.2169 -0.07 0.16 0.05
C 0.8662 -0.8815 0.7147 -0.05 -0.01 0.01
H 0.1749 -1.3534 1.4184 0.11 0.03 -0.05
H -1.3283 -1.5048 -0.4153 -0.02 0.08 0.01
H 1.0579 1.8046 -0.8870 0.01 -0.14 -0.02
```
Positions in Å, forces in eV/Å.

As for the HOMO-LUMO gap: 10.90 eV. As for the charge: 0. For the HOMO energy, the calculation gives -10.0 eV. The lowest unoccupied orbital energy is 0.873 eV.

=====

Computed, not measured: a single C5H8N2 molecule, with ωB97M-V/def2-TZVPD.

XYZ file:
```
15
Properties=species:S:1:pos:R:3:forces:R:3
H -0.0476 0.9326 -1.5198 0.02 -0.09 0.15
C 1.1645 -0.0262 0.1042 0.06 0.03 -0.08
C 2.6059 0.1531 -0.2501 0.04 0.01 -0.01
H -2.7459 1.1447 -0.0032 0.04 -0.15 -0.04
N -1.0287 -0.0705 0.1135 0.14 -0.06 0.09
N 0.7759 -0.7102 1.2335 -0.12 0.07 -0.12
H -2.5580 -0.0601 -1.3042 -0.01 0.02 0.17
H 2.7239 0.8936 -1.0482 -0.02 -0.12 0.13
H -3.0321 -0.5820 0.3249 0.09 0.11 -0.08
C 0.0612 0.3812 -0.5959 0.05 -0.01 0.01
H 3.1807 0.4823 0.6213 -0.10 -0.04 -0.13
H -1.1864 -1.1617 1.9451 0.12 0.07 -0.14
C -0.5344 -0.7127 1.2037 -0.12 0.00 -0.01
H 3.0387 -0.7929 -0.5958 -0.04 0.15 0.07
C -2.4172 0.1263 -0.2356 -0.15 0.02 -0.01
```
Positions in Å, forces in eV/Å.

As for the HOMO-LUMO gap: 9.35 eV. As for the charge: 0. For the HOMO energy, the calculation gives -8.5 eV. The lowest unoccupied orbital energy is 0.887 eV.

=====

Computed, not measured: a single C5H8N2 molecule in a non-equilibrium geometry, with ωB97M-V/def2-TZVPD.

XYZ file:
```
15
Properties=species:S:1:pos:R:3:forces:R:3
H -1.6603 -0.1987 -0.9918 0.15 -0.11 0.21
C 0.4261 0.5453 1.0757 -0.18 -0.08 0.18
H 0.4689 0.5470 -1.5960 0.13 -0.11 0.08
C -1.2305 -1.0277 -0.4185 0.02 -0.08 0.03
N -1.8651 1.7706 0.8328 1.03 0.05 0.28
H -1.9738 -1.3480 0.3171 0.20 0.03 0.01
H 1.7797 1.8243 0.0074 -0.16 -0.08 0.09
C 0.1410 -0.7000 0.1541 0.01 -0.20 -0.10
H -1.0573 -1.8545 -1.1141 -0.20 0.00 0.01
H 0.7127 0.4114 2.1268 -0.31 -0.18 -0.23
H 0.5770 -1.5945 0.6037 0.12 0.14 -0.09
N 1.5808 0.8547 0.2282 0.04 0.31 -0.03
C -0.7918 1.3678 0.9926 -0.94 0.40 -0.22
C 1.0706 0.0031 -0.8511 0.08 -0.16 -0.32
H 1.8219 -0.6006 -1.3669 -0.01 0.09 0.08
```
Positions in Å, forces in eV/Å.

As for the HOMO-LUMO gap: 10.72 eV. As for the charge: 0. For the HOMO energy, the calculation gives -9.8 eV. The lowest unoccupied orbital energy is 0.965 eV.

=====

Computed, not measured: a single C5H8N2 molecule, with ωB97M-V/def2-TZVPD.

XYZ file:
```
15
Properties=species:S:1:pos:R:3:forces:R:3
H -0.7295 0.8877 -1.4235 0.09 0.06 0.23
N 0.1521 -1.3457 0.8515 -0.01 0.17 -0.08
C 1.5537 1.8782 0.1043 0.06 0.08 -0.03
H 1.9206 -0.4055 1.5846 -0.14 -0.02 -0.07
N 0.8437 0.6142 0.0558 -0.04 -0.20 0.14
C -0.7329 -0.9110 -0.1096 -0.12 0.03 -0.05
H 1.9634 2.1627 -0.8684 -0.12 -0.11 0.07
H 0.9008 2.6777 0.4695 0.07 -0.12 -0.10
C 1.0631 -0.4101 0.9216 0.11 0.06 0.08
H -1.8095 -2.7218 -0.5710 0.04 0.16 0.01
H -2.5186 -1.2467 -1.2673 0.12 -0.05 0.11
C -0.3182 0.2888 -0.6224 0.01 -0.01 0.02
C -1.9978 -1.6581 -0.3969 -0.03 -0.03 -0.04
H -2.6744 -1.5835 0.4629 0.11 -0.03 -0.13
H 2.3837 1.7731 0.8090 -0.13 0.01 -0.16
```
Positions in Å, forces in eV/Å.

As for the HOMO-LUMO gap: 9.38 eV. As for the charge: 0. For the HOMO energy, the calculation gives -8.5 eV. The lowest unoccupied orbital energy is 0.894 eV.

=====

Computed, not measured: a single C5H8N2 molecule, with ωB97M-V/def2-TZVPD.

XYZ file:
```
15
Properties=species:S:1:pos:R:3:forces:R:3
C -0.2386 1.1042 -1.7113 0.07 -0.56 -0.06
C -0.2110 -0.1686 0.6107 0.11 -0.32 -0.09
H -0.7400 -0.0114 2.7087 0.00 -0.02 -0.25
H -0.0123 -0.1288 -3.2759 -0.13 -0.05 0.10
N 1.1255 -0.2753 0.5123 -0.18 -0.28 0.13
H -1.0119 1.8030 0.1521 0.95 0.12 0.01
N -0.1714 -0.0801 -2.2808 -0.05 0.09 -0.09
H 1.6884 -1.1069 0.6429 0.14 0.18 0.26
H -0.1936 -0.9658 -1.7692 0.00 0.12 0.00
C -0.2967 1.0410 -0.2102 0.50 0.29 0.04
C 1.4871 0.9146 -0.0593 -0.51 -0.10 -0.05
H -0.6819 -1.6542 2.0597 -0.10 0.09 0.02
C -0.9624 -0.6227 1.8177 -0.14 -0.16 -0.07
H -2.0415 -0.5948 1.6536 0.10 -0.03 0.00
H 2.2603 0.7459 -0.8511 -0.76 0.62 0.06
```
Positions in Å, forces in eV/Å.

As for the HOMO-LUMO gap (spin up / spin down): 7.92 / 7.92 eV. As for the charge: 0. For the HOMO energy (spin up / spin down), the calculation gives -7.2 / -7.2 eV. The lowest unoccupied orbital energy (spin up / spin down) is 0.723 / 0.722 eV.

=====

Computed, not measured: a 2-piece molecular cluster, C5H8N2 overall in a non-equilibrium geometry, with ωB97M-V/def2-TZVPD.

XYZ file:
```
15
Properties=species:S:1:pos:R:3:forces:R:3
H -0.0302 -0.8715 -1.5042 0.11 0.26 0.37
N 1.2670 2.6747 0.6606 0.19 0.21 -0.12
H -0.2297 -1.4957 0.7866 0.00 -0.74 -0.54
H -2.1342 1.5569 0.3213 0.28 0.81 -0.54
C 0.4739 -0.6889 0.8084 -0.62 1.08 1.60
H -2.2026 -0.1622 0.5322 0.20 -0.87 -0.53
H 2.2271 -0.0126 1.5717 2.14 2.36 0.69
C 1.6738 -0.8338 1.3815 -3.21 -0.68 -2.04
N -0.7885 -0.6069 -2.1197 1.32 -0.76 -3.50
C 0.5727 1.7640 0.5868 0.37 0.92 0.26
H 1.9908 -1.8091 1.4930 1.03 -1.71 0.68
H -0.5785 0.3659 -2.4372 -0.22 -0.83 0.67
C -0.2378 0.6136 0.6097 -0.38 -1.42 -0.83
H -0.4555 -1.1564 -3.0204 -1.21 1.17 2.04
C -1.5484 0.6621 0.3297 -0.02 0.21 1.81
```
Positions in Å, forces in eV/Å.

As for the HOMO-LUMO gap: 9.58 eV. As for the charge: 0. For the HOMO energy, the calculation gives -9.5 eV. The lowest unoccupied orbital energy is 0.061 eV.

=====

Computed, not measured: a single C5H8N2 molecule in a non-equilibrium geometry, with ωB97M-V/def2-TZVPD.

XYZ file:
```
15
Properties=species:S:1:pos:R:3:forces:R:3
H -1.7888 -1.3469 0.7443 0.09 0.06 -0.15
N 0.0171 2.1312 0.5497 -0.16 -0.20 -0.14
H -1.8270 1.5118 -0.7935 0.04 0.01 0.02
H 2.8544 -0.8862 0.3738 -0.02 -0.01 -0.07
N 2.0650 -0.7030 -0.2320 0.24 0.09 -0.04
C 0.9662 1.4114 0.7077 -0.10 0.17 -0.02
C -1.2566 1.0175 -0.0156 0.71 0.82 0.37
H 0.8355 -0.5715 1.4250 0.04 0.05 -0.06
H 2.3854 -0.1396 -1.0121 -0.02 -0.07 0.06
C 0.9980 -0.0682 0.4676 -0.99 -0.17 -0.19
C -1.3511 -1.1763 -0.2366 -0.42 -1.32 0.09
H -0.0776 -0.0624 -1.4617 -0.04 0.03 0.14
C -0.4056 -0.1449 -0.4204 0.56 0.52 0.06
H -1.8056 0.9162 0.9187 0.03 -0.09 -0.17
H -1.6093 -1.8891 -1.0150 0.05 0.12 0.12
```
Positions in Å, forces in eV/Å.

As for the HOMO-LUMO gap (spin up / spin down): 7.82 / 7.86 eV. As for the charge: 0. For the HOMO energy (spin up / spin down), the calculation gives -7.8 / -8.1 eV. The lowest unoccupied orbital energy (spin up / spin down) is 0.014 / -0.221 eV.

=====

Computed, not measured: a single C5H8N2 molecule in a non-equilibrium geometry, with ωB97M-V/def2-TZVPD.

XYZ file:
```
15
Properties=species:S:1:pos:R:3:forces:R:3
H 1.9230 1.7273 0.8799 -0.16 -0.03 -0.01
C -0.8378 -0.4617 0.9982 -0.08 -0.11 0.18
H -1.4831 0.0344 1.7228 0.12 -0.10 -0.13
C -0.8034 -0.6221 -1.4975 -0.09 -0.06 -0.08
H -1.5159 -1.4448 -1.3605 0.12 0.11 -0.05
H 0.8012 1.5258 2.2333 0.04 -0.02 -0.15
C 0.8824 1.5138 1.1412 0.00 0.01 0.01
C 0.4852 -1.1920 -1.9351 0.83 -0.36 -0.23
N -0.7471 0.2032 -0.2922 -0.03 0.04 -0.15
H 1.2203 -0.5087 0.2843 -0.15 0.14 0.06
H -0.8743 -1.5529 1.0180 0.04 0.20 -0.04
N 1.5073 -1.6122 -2.2764 -0.97 0.38 0.34
H 0.2535 2.3128 0.7388 0.07 -0.09 0.10
H -1.1794 -0.0066 -2.3214 0.07 -0.08 0.09
C 0.4279 0.1843 0.5734 0.18 0.00 0.06
```
Positions in Å, forces in eV/Å.

As for the HOMO-LUMO gap: 10.65 eV. As for the charge: 0. For the HOMO energy, the calculation gives -9.7 eV. The lowest unoccupied orbital energy is 0.949 eV.

=====

Asked for energy across the records above, the calculation gives -249.53305; -249.49607; -249.44447; -304.62437; -304.78774; -304.83384; -304.78014; -304.83207; -304.61660; -304.74770; -304.65938; -304.76897 hartree in order.
Asked for energy relative to the best compared isomer or geometry (same formula, charge and spin) across the records above, the calculation gives 102.3; 125.5; 157.9; 132.5; 30.0; 1.0; 34.7; 2.2; 137.4; 55.1; 110.5; 41.7 kcal per mole in order.